{"formula": "C21H44BIN3O", "method": "ωB97M-V/def2-TZVPD", "elements": ["I", "C", "H", "C", "C", "H", "H", "N", "H", "H", "H", "H", "H", "H", "H", "H", "H", "N", "H", "C", "H", "H", "H", "H", "H", "H", "H", "H", "C", "C", "N", "H", "H", "C", "H", "H", "H", "H", "H", "H", "C", "C", "H", "C", "H", "C", "H", "H", "H", "H", "H", "O", "C", "C", "H", "C", "C", "C", "H", "C", "C", "C", "B", "H", "C", "H", "C", "H", "H", "H", "H"], "xyz": [[-0.0700, -2.8195, -3.2774], [-0.2960, -1.1854, -0.7266], [-0.7136, 1.1155, 3.5067], [1.5881, 2.7791, -7.9513], [2.3018, -1.8786, 0.3632], [1.3954, 2.8593, -3.9890], [0.2089, 0.6488, -7.1973], [-1.6105, 1.1085, 5.3605], [0.3316, -0.1466, 6.9143], [-2.5435, 0.9045, 7.1993], [-1.9321, -3.7520, 2.2708], [-0.2284, 4.2430, 5.8247], [-1.3707, -3.0468, -0.6483], [1.5699, 1.8503, -8.5223], [2.1579, 3.5449, -6.0453], [-0.7986, -1.5728, 4.9722], [-1.6809, 2.9617, 4.4501], [-2.2355, -1.6184, 0.5878], [3.0665, 2.1247, -6.5406], [1.4068, 1.8113, -4.3050], [2.4582, -0.8154, 0.1876], [1.2827, -0.8297, -2.0889], [2.5932, -2.8508, -1.5541], [-0.1638, 3.0436, 7.0994], [-2.3876, -4.6265, 0.8423], [-2.2005, -0.5876, 6.3969], [0.5904, 3.2186, -7.9718], [-3.5418, -4.5059, 2.2012], [-1.5240, 2.5580, 5.4567], [-0.2373, 3.1696, 6.0209], [1.1251, 1.7850, -5.7258], [-0.7358, -0.5815, 8.2405], [0.3847, 0.6187, 4.7835], [0.7616, 0.4888, -6.2687], [2.7313, -0.0650, -7.0736], [1.5856, -1.9575, 1.1780], [-5.1601, -2.9612, 0.5547], [1.2226, -3.4429, -0.5830], [0.5008, 0.7845, -0.5629], [2.6772, 0.0880, -3.8305], [1.8860, -0.5157, -6.5530], [-0.2772, 0.1139, -0.2309], [-1.2333, 1.5211, 1.0835], [-0.9475, -0.9201, 4.1130], [-2.3740, 2.9128, 6.0436], [-1.7732, 0.3941, 6.6185], [0.6575, 2.7483, 5.5613], [1.5076, -1.3175, -7.1901], [3.5773, 1.5059, -4.3827], [-2.9800, -0.1145, 1.7971], [-0.2721, -1.2668, 3.3248], [-4.5686, -2.2620, 0.8509], [-0.5311, 0.1871, 7.4936], [2.0576, 2.5658, -6.5208], [-1.9761, -1.0431, 3.7645], [1.7774, -2.5623, -0.9035], [-1.2455, 0.5241, 0.6772], [-0.6567, 0.5378, 4.4355], [3.2193, -2.3449, 0.7012], [-1.3046, -2.0329, -0.2912], [0.7674, -1.6882, -1.6684], [-2.2160, -0.3710, 1.0829], [-3.2975, -2.6411, 1.0267], [2.2551, -0.9809, -5.6391], [-2.7831, -3.9859, 1.6310], [2.8900, 1.4718, -2.7660], [2.7139, 1.1783, -3.8051], [0.5647, 1.3421, -3.7821], [2.2691, 3.4594, -8.4629], [-0.2508, 1.0901, 8.0320], [0.0345, 0.0324, -5.5903]], "lowdin_charge": [0.960, -0.251, 0.097, -0.086, -0.078, 0.111, 0.104, -0.200, 0.067, 0.118, 0.079, 0.074, 0.104, 0.066, 0.118, 0.075, 0.106, 0.095, 0.104, -0.255, 0.077, 0.063, 0.106, 0.059, 0.081, 0.100, 0.082, 0.081, -0.246, -0.080, -0.199, 0.076, 0.109, -0.249, 0.070, 0.066, 0.139, 0.095, 0.135, 0.043, -0.082, 0.046, 0.125, -0.089, 0.115, -0.241, 0.067, 0.075, 0.072, 0.149, 0.065, 0.230, -0.076, -0.270, 0.065, -0.295, 0.017, -0.273, 0.083, -0.003, -0.699, -0.007, -0.481, 0.041, 0.041, 0.066, -0.087, 0.100, 0.076, 0.058, 0.094], "lumo_ev": -4.04, "charge": 1, "gap_ev": 5.974}